Here is a structure of composition C48H71ClN2O5PtSi at a distorted geometry from OMol25. Energies are from ωB97M-V/def2-TZVPD.

As for the LUMO energy (alpha / beta): 0.15 / -2.34 eV. For the relative energy (zero: lowest compared OMol25 entry of this formula, charge and spin), the calculation gives 0.018 eV. The calculation puts the gap between HOMO and LUMO (alpha / beta) at 6.0 / 5.1 eV. As for the spin multiplicity: 5.

```
129
Properties=species:S:1:pos:R:3:mulliken_charge:R:1
Pt 0.1417 0.5746 1.2643 3.2956
Cl 7.8966 -2.8106 -0.3471 -0.2360
Si 0.5058 4.7271 2.8475 0.1790
O -2.0518 2.9058 0.8105 -0.7561
O 4.9243 1.7378 1.8646 -0.4655
O 2.1740 1.5938 -0.2678 -0.7337
O 0.9522 -1.4673 0.6641 -0.1155
O 2.2048 1.0924 1.8943 -1.2218
N -0.1940 -0.2664 3.3894 0.3738
N -1.8820 -0.7335 1.0237 1.1926
C 7.0222 -1.4406 0.2835 0.2659
C 3.9893 2.4318 1.0527 -1.1761
C 1.1309 5.8910 1.5070 -1.0687
C 3.8361 -4.3364 -0.7736 -2.3239
C -0.2682 -4.5215 -1.7467 -0.7452
C -4.6134 -0.7543 -3.7705 -1.6893
C 1.9158 4.3290 4.0408 -0.8242
C 0.9099 -1.1910 3.6744 -1.7376
C -0.6779 4.2257 -1.5395 -1.3111
C -1.1879 -3.5535 -1.3017 -0.3744
C 3.5062 -1.8769 -0.8402 -1.1454
C -2.6935 2.2847 -0.2333 0.3585
C 3.2001 -3.1592 1.3063 -1.1063
C -0.0882 3.1868 2.0835 -0.5271
C 5.5907 0.6947 1.2859 0.5526
C -5.2891 1.4889 -4.5885 -2.2960
C -1.9044 -1.4530 -0.2495 -0.9892
C 5.8115 -0.4240 2.0981 1.1066
C -5.1929 0.6031 -3.3467 2.3409
C -2.5130 4.9355 -3.0325 -2.5815
C -1.4931 -0.9541 3.4614 -1.3618
C -1.5071 -5.1203 -3.8307 -1.6509
C -4.3046 1.2146 -2.2650 -0.8443
C -0.8486 2.4208 1.3427 0.2586
C -3.2724 1.0227 -0.0756 -0.0676
C -4.0933 0.5283 -1.0812 -0.4565
C 0.5563 -2.3706 -0.1105 0.7117
C 1.0708 -4.3899 -1.3706 -0.4477
C 2.6961 1.6358 0.8479 1.3023
C 5.2412 -0.4695 3.4820 -1.2218
C -1.8409 -1.6573 2.1568 -1.1367
C 2.9904 -3.1893 -0.2175 2.9557
C -2.2038 4.3735 -1.6406 2.8454
C 6.5370 -1.4862 1.5800 -0.6222
C 6.0845 0.7342 -0.0107 -0.5787
C -0.7699 -5.6763 -2.6027 2.0861
C 0.3627 -6.5799 -3.0890 -2.1707
C 6.8057 -0.3376 -0.5181 -0.8208
C -0.1323 0.8431 4.3512 -1.3741
C -0.8316 -2.4855 -0.5239 -0.7046
C -2.8744 3.0133 -1.4209 -0.3927
C -0.8941 5.5582 3.7975 -1.2296
C -3.0357 0.1883 1.1503 -1.3083
C -6.6076 0.3993 -2.7887 -1.7292
C 1.5210 -3.3599 -0.5784 -1.0801
C -1.7415 -6.5204 -1.7632 -1.6122
C -3.6730 2.4437 -2.4087 -0.0571
C -2.7066 5.4032 -0.6171 -1.6381
H -4.3111 1.6569 -5.0417 0.4109
H 1.7768 -5.1279 -1.7149 0.7828
H 6.7209 -2.3616 2.1899 0.3698
H -1.8190 -5.9442 -4.4745 0.4661
H -0.0509 -7.3657 -3.7220 0.4432
H -2.2591 6.3763 -0.8328 0.4655
H 0.8178 1.3594 4.2238 0.1308
H 1.5700 4.3247 5.0761 0.3516
H 5.3706 0.4814 3.9962 0.4193
H 4.2681 -3.2337 1.5111 0.4367
H -0.5716 6.5163 4.2114 0.3560
H 0.8543 -2.0593 3.0229 0.4073
H 2.7251 5.0573 3.9701 0.4006
H -0.3458 3.9467 -0.5434 0.0273
H 5.9127 1.5973 -0.6378 0.3370
H -0.3149 3.4682 -2.2368 0.2505
H 1.7723 6.6712 1.9211 0.4953
H -2.1375 -7.3383 -2.3676 0.4563
H -5.2413 -1.2126 -4.5374 0.4678
H -2.2531 -0.2173 3.7194 0.5202
H 5.7087 -1.2607 4.0677 0.4647
H -3.6073 -0.6362 -4.1767 0.3551
H -2.2265 -3.6520 -1.5940 0.5405
H 3.7926 -4.3854 -1.8634 0.4210
H 4.8785 -4.1684 -0.4982 0.3295
H 1.0949 -6.0287 -3.6806 0.4095
H -3.5818 5.0961 -3.1860 0.4561
H 2.9628 -1.0051 -0.4829 0.2502
H -2.8414 0.8426 1.9984 0.6006
H 4.4014 2.7144 0.0842 0.2812
H -2.0179 5.9015 -3.1367 0.4632
H -0.2060 5.1764 -1.7988 0.5117
H -0.8589 -4.4619 -4.4103 0.3588
H 4.5585 -1.7515 -0.5797 0.0135
H -1.0883 -2.4189 1.9494 0.3642
H -4.5712 -0.4314 -0.9199 0.3528
H -6.6063 -0.2733 -1.9306 0.3284
H -5.7307 2.4590 -4.3568 0.4414
H -3.7914 5.5122 -0.6805 0.3374
H -2.5844 -5.9288 -1.4064 0.3274
H -1.2361 -6.9495 -0.8971 0.3626
H -4.5579 -1.4448 -2.9277 0.3346
H -2.8675 -1.9758 -0.3660 0.2965
H -1.8588 -0.7065 -1.0460 0.4517
H 2.7053 -4.0062 1.7895 0.3238
H -2.8058 -2.1760 2.2686 0.4934
H 1.6997 5.3425 0.7539 0.2724
H 3.5353 -5.3043 -0.3671 0.4867
H 2.8349 -2.2360 1.7448 -0.2891
H -0.2164 0.4621 5.3768 0.4182
H 3.7449 3.3414 1.6034 0.0738
H -3.8140 2.9902 -3.3261 0.7687
H -7.2580 -0.0320 -3.5523 0.4505
H -0.9317 1.5501 4.1431 0.5097
H 0.8815 -7.0641 -2.2605 0.4008
H -2.4004 -4.5597 -3.5560 0.3490
H -1.4791 -1.6953 4.2715 0.4788
H 7.1877 -0.3132 -1.5286 0.4287
H 0.2959 6.3736 0.9959 0.2522
H -2.4468 5.1202 0.3987 0.2101
H 4.1667 -0.6551 3.4337 -0.0744
H -1.2291 4.9319 4.6258 0.3092
H -7.0378 1.3492 -2.4686 0.3791
H -1.7505 5.7411 3.1478 0.2928
H -3.9381 -0.4045 1.3662 0.5488
H 1.8475 -0.6736 3.4811 0.3858
H -5.9226 1.0049 -5.3333 0.4342
H 2.3312 3.3429 3.8224 -0.0377
H -2.1406 4.2862 -3.8264 0.4208
H 3.4316 -1.9131 -1.9292 0.3499
H 0.8687 -1.5182 4.7208 0.4212
```

---

Here is a structure of composition C48H72BBrN9OS3W from OMol25. Energies are from ωB97M-V/def2-TZVPD.

As for the LUMO energy (alpha / beta): -9.32 / -9.32 eV. For the relative energy (zero: lowest compared OMol25 entry of this formula, charge and spin), the calculation gives 1.281 eV. As for the net charge: +3. The calculation puts the gap between HOMO and LUMO (alpha / beta) at 5.5 / 5.5 eV.

```
136
Properties=species:S:1:pos:R:3:mulliken_charge:R:1
W -0.5241 0.8622 0.8771 -0.3561
Br -1.5698 -2.3288 -0.1990 -0.0323
S 0.9564 2.6152 1.3341 -0.5925
S 1.8304 -0.1199 -0.5199 -0.1156
S -2.6473 1.9671 0.2955 -0.5761
O 0.1812 -0.7197 1.6043 0.4299
N 1.7732 2.6150 -2.5040 -0.1531
N -1.4538 3.2835 3.1693 0.2569
N -1.2673 2.9100 -1.7222 0.7493
N -1.5209 1.0198 2.6251 1.1429
N -0.4340 0.5419 -1.5288 0.9200
N -2.3106 1.8033 4.7082 0.1190
N 1.2180 2.5899 -1.2916 0.4036
N -1.6324 0.3349 -2.2291 -0.7980
N -0.9589 3.5750 -2.8335 -0.9361
C 4.0000 4.5801 -4.3581 -1.4706
C -1.7776 2.0396 3.5157 0.1019
C 1.9843 -1.9348 4.9346 -1.6552
C -3.2718 -2.2311 -3.8310 -1.6772
C -0.2276 5.7029 -4.5225 -1.4026
C 3.0392 3.6548 -0.2237 0.1028
C 0.6851 -0.2834 -1.6852 1.7673
C -2.8920 -0.7481 -3.9675 2.1075
C 4.9366 2.3051 -3.8246 -1.6342
C -1.6123 -0.5159 -3.1918 0.1092
C 3.7048 4.1753 1.0114 -1.7201
C 0.5289 -7.1343 1.0352 -2.0836
C -1.6378 4.4485 4.0346 -0.7117
C -1.9217 4.2228 -3.4522 -0.2895
C 1.4224 -6.2740 1.9279 1.8192
C -4.9419 3.4060 -1.2587 -1.8273
C -1.5283 4.9222 -4.7442 2.2851
C 1.7741 -3.8552 2.5725 -0.7818
C 3.6074 3.7126 -1.4706 -0.4723
C 3.6512 3.1388 -3.9586 2.0330
C 1.0754 -4.7908 1.8165 -0.0892
C -2.6321 -0.4035 -5.4427 -1.5954
C 2.8836 -6.4766 1.5024 -1.5544
C -3.5575 3.4928 -1.8154 0.1946
C -2.9248 0.5208 5.0743 -0.7226
C 0.0722 -4.3153 0.9764 -0.5794
C 0.5436 -2.0348 1.6933 -0.0183
C 1.5612 -2.4777 2.5461 -0.6455
C -2.4777 2.8286 -1.1937 1.4227
C 2.2881 -0.1029 3.2922 -1.5858
C -2.1068 -0.3268 2.9424 -0.1334
C 2.7466 2.5162 -5.0195 -1.6314
C -0.1723 -2.9596 0.9384 0.3094
C -0.4065 -1.2449 -3.5571 -0.6767
C -4.0242 0.1239 -3.4316 -1.6574
C -1.3040 3.8246 -5.7980 -1.4126
C 1.7841 3.0211 -0.1734 1.1418
C -1.4797 3.9991 5.4718 -0.6611
C -3.3324 -0.2062 3.8161 -0.8630
C 1.9571 -1.9562 -3.1334 -1.8684
C 0.7200 -1.1712 -2.8233 -0.8925
C -3.2439 4.1943 -2.9490 -0.3456
C 3.8974 -1.9668 3.3078 -1.8097
C 2.9688 3.1557 -2.6058 -0.0399
C -2.4403 2.8601 5.7300 -0.7552
C 1.2416 -6.7234 3.3849 -1.5693
C -2.6238 5.8747 -5.2228 -2.3203
C 2.4129 -1.6150 3.4946 2.1209
B -0.1763 1.9935 -1.1838 -0.3916
H 4.6684 4.6178 0.7725 0.4405
H -2.2393 2.3888 6.6918 0.4421
H 3.5731 -5.9116 2.1312 0.3204
H 2.5878 -1.3641 5.6422 0.4740
H 1.8204 3.0798 -5.1362 0.1503
H 0.2141 -6.5708 3.7194 0.3498
H -1.6984 4.8195 6.1527 0.3869
H -1.1705 3.4247 2.2147 -0.0719
H 2.5287 0.1988 2.2707 0.2821
H 1.4711 -7.7855 3.4734 0.4728
H -0.5259 -7.0439 1.3026 0.3951
H -3.7871 0.7561 5.6974 0.5563
H -4.9665 3.7545 -0.2250 0.4105
H 5.4449 2.2726 -4.7878 0.4846
H 2.1067 -2.9923 5.1664 0.3670
H 4.1205 -3.0012 3.5608 0.3893
H -5.6323 4.0077 -1.8443 0.4635
H -2.3184 0.6363 -5.5569 0.2202
H 3.0352 -6.1694 0.4660 0.3458
H 4.5823 4.1692 -1.5812 0.5168
H -2.6256 4.8842 3.8686 0.3249
H -4.2192 -0.0721 -2.3758 0.3067
H -0.3596 6.4858 -3.7731 0.4092
H -2.4960 -2.8959 -4.2128 0.3435
H 0.5766 5.0423 -4.1980 0.0243
H -2.2777 6.3890 -6.1184 0.4306
H 2.5008 -1.4810 -3.9522 0.2815
H -4.1773 -2.4234 -4.4059 0.5012
H 5.6335 2.7327 -3.1022 0.3723
H -2.8571 6.6385 -4.4782 0.4869
H -3.4767 3.2069 5.7384 0.3732
H 0.6477 -6.8834 -0.0209 0.3940
H -4.9325 -0.0916 -3.9936 0.5395
H 4.6821 5.0551 -3.6522 0.3508
H -2.3710 -0.8116 2.0012 -0.1411
H 2.6229 -2.0183 -2.2755 0.4208
H -0.5192 -4.9818 0.3675 0.6596
H 3.1478 -7.5310 1.5855 0.4672
H -3.7940 1.1851 -3.5511 0.1204
H -4.1308 0.3400 3.3082 0.3484
H -1.3442 -0.9378 3.4270 0.1016
H 2.5408 -4.2275 3.2369 0.4626
H 4.4950 4.5716 -5.3287 0.4975
H -4.0227 4.7318 -3.4720 0.5596
H -0.9988 4.2807 -6.7397 0.4671
H 4.2129 -1.7967 2.2762 0.3563
H -0.4521 3.6782 5.6521 0.2928
H -1.8750 -1.0441 -5.8953 0.3620
H 4.7121 1.2797 -3.5240 0.2799
H -5.2896 2.3711 -1.2636 0.3463
H 3.0032 0.3866 3.9550 0.6993
H -3.4709 -2.4964 -2.7911 0.3175
H -0.4346 -1.8951 -4.4213 0.6705
H 1.6956 -2.9654 -3.4463 0.4898
H 0.8035 -8.1819 1.1543 0.4364
H -2.2213 3.2609 -5.9824 0.3651
H 3.1042 5.1979 -4.4423 0.2107
H 3.0882 4.9333 1.4964 0.3654
H -3.5415 5.3501 -5.4936 0.4547
H -0.5241 3.1311 -5.4793 0.1623
H 1.2942 0.2695 3.5495 -0.0154
H -2.2236 -0.0654 5.6729 0.3176
H 2.4874 1.4856 -4.7727 0.2036
H 0.0698 6.1791 -5.4564 0.4744
H 0.9337 -1.6770 5.0951 0.2035
H -3.7054 -1.2017 4.0526 0.4168
H 3.2712 2.5181 -5.9743 0.5513
H -3.5527 -0.5440 -6.0090 0.4950
H 1.9056 -6.1857 4.0627 0.3275
H 4.5060 -1.3394 3.9598 0.4943
H 3.8609 3.3681 1.7297 0.3638
H -0.8880 5.1879 3.7600 0.4277
```

---

Here is a cluster of 8 separate species, C48H72F4N14O8S4 in total at a distorted geometry from OMol25. Energies are from ωB97M-V/def2-TZVPD.

As for the LUMO energy: -13.29 eV. As for the net charge: +6. The calculation puts the gap between HOMO and LUMO at 5.6 eV.

```
150
Properties=species:S:1:pos:R:3:mulliken_charge:R:1
S 1.4314 0.0061 1.0572 0.9384
S -1.7953 -7.3403 0.9380 1.0754
S -0.6414 -5.2207 1.7784 0.8927
S -0.8572 0.8139 1.5854 0.6003
F -2.0828 1.5624 0.8415 -0.3435
F 0.0515 -3.9738 0.9636 -0.2233
F 2.7291 0.8647 0.6621 -0.3025
F -2.9525 -7.4293 -0.2139 -0.3469
O -1.4996 -4.5187 2.6786 -0.6110
O 0.4806 -5.9240 2.2746 -0.6382
O -0.8176 1.5361 2.8122 -0.4691
O -2.5013 -7.4736 2.1522 -0.5696
O 1.4804 -1.1187 0.1865 -0.4718
O 1.6063 -0.1711 2.4546 -0.5131
O -1.3034 -0.5378 1.5890 -0.4421
O -0.8666 -8.3115 0.4912 -0.5840
N 0.3386 1.1807 0.5977 0.1406
N 6.6621 5.4954 -5.1851 0.0336
N 4.7637 -3.1189 1.8420 0.1863
N -4.0243 6.1691 3.5947 0.2771
N -7.8678 -6.3431 0.0888 0.0443
N 1.7712 3.9227 3.1572 0.2698
N 0.6727 4.1153 -1.8165 0.2791
N -0.4744 -4.6375 -3.0065 0.4955
N -2.7589 -1.7861 -1.4455 0.4484
N 2.0682 2.6925 4.9116 0.1566
N 6.3303 -2.7134 0.4204 0.3245
N -5.7771 6.2859 4.8486 0.0562
N -2.3420 -5.3648 -3.8066 0.2357
N -1.3946 -5.8175 0.5464 0.0587
C -2.6604 5.8496 3.1728 -0.9165
C 2.1536 5.6772 -2.8069 -0.8361
C 4.8159 4.0663 -4.7511 -0.7896
C 3.4674 -3.3415 2.4598 -0.7170
C 4.9473 6.2064 -3.7235 -0.6533
C -0.6661 -4.0214 -4.2292 -0.3072
C -3.9010 -1.7044 -2.1607 -0.7326
C 3.0852 4.6766 -3.0405 1.1147
C -3.6089 -6.0847 -3.9401 -0.6708
C 6.0086 4.3369 -5.3883 -0.1314
C 1.9355 -4.8126 -2.7602 -1.4728
C 1.8612 4.3840 1.7622 0.4646
C -4.9077 -2.6100 -1.9479 -0.7251
C -3.6326 -3.5829 -0.2141 -0.5822
C 2.3453 2.8297 3.6231 -0.2217
C 2.4057 1.5698 5.7899 -0.8009
C 3.2899 4.4273 1.2682 -1.2159
C 6.1296 6.4305 -4.3912 -0.4865
C 8.2080 -1.4807 -0.6004 -1.3031
C 5.9625 -3.3916 2.4739 -0.5671
C -8.9528 -7.3068 0.4652 -0.7900
C -1.4826 -5.4784 -2.8040 -0.3960
C -5.8737 -4.5937 -0.7262 0.5127
C 0.6399 -4.4589 -2.0533 0.6833
C 2.8060 3.3944 -2.5144 -0.7799
C -5.5729 -5.9012 -0.3586 -0.4959
C 0.9326 5.3430 -2.2635 -0.4379
C 1.6199 3.1476 -1.8632 -0.3038
C 5.0087 -2.7094 0.6193 -0.1886
C -8.1902 -5.1547 -0.4582 -0.3557
C -5.0980 6.4418 2.7756 -0.3067
C -2.5221 4.5309 2.4302 -0.2417
C 4.3493 4.9486 -3.7812 0.7558
C 1.0851 4.5116 4.2065 -0.3941
C -1.6563 -0.8000 -1.6631 -1.3532
C -6.1980 6.5167 3.5511 -0.4417
C -0.6745 3.7417 -1.3191 -0.9416
C -4.4678 6.1429 4.8492 -0.0991
C 7.9106 5.7914 -5.9420 -0.8147
C -1.7781 -4.5579 -4.7789 -0.7282
C 6.9750 -2.3092 -0.8430 -0.1634
C -6.5888 6.2573 6.0746 -0.7713
C 6.9319 -3.1158 1.5769 -0.2824
C -2.6640 -2.6174 -0.3932 -0.5347
C -6.5899 -6.7497 0.0377 -0.7950
C -4.7839 -3.6182 -0.9928 1.3477
C 1.2095 3.7043 5.2733 -0.6880
C -7.2212 -4.2462 -0.8205 -0.8573
H 7.9786 -0.5573 -0.0685 0.3281
H 0.0800 -3.3413 -4.5993 0.5446
H 0.6456 -3.4195 -1.7143 -0.2970
H -1.7724 -2.5646 0.2145 0.5628
H -3.4299 -4.3556 0.5206 0.6940
H 2.8280 0.7346 5.2373 0.2526
H 1.4404 5.3889 1.7843 0.3723
H 3.4557 -4.2995 2.9696 0.4398
H -7.5817 6.6536 5.8843 0.3056
H -3.9586 -6.0126 -4.9680 0.3470
H 1.9440 -5.8695 -3.0241 0.4072
H -4.3921 -5.6063 -3.3534 0.1652
H 3.5247 2.6001 -2.6623 0.5377
H 2.6086 -3.2194 1.8111 0.0661
H 7.1450 -3.2021 -1.4409 0.3007
H 8.7667 5.7712 -5.2733 0.3461
H 6.6205 7.3958 -4.3926 0.4393
H 0.1094 6.0446 -2.2130 0.4571
H 1.4849 1.2240 6.2497 0.3842
H -9.2453 -4.9236 -0.5029 0.4035
H -7.2412 6.7316 3.3963 0.4520
H 1.3846 2.1616 -1.4893 0.4705
H 2.7845 -4.6962 -2.0803 0.3886
H -1.4845 4.3577 2.1238 -0.2278
H -0.7228 -1.1973 -1.2750 0.1607
H -1.9244 0.1241 -1.1589 0.5486
H 8.6729 -1.2031 -1.5469 0.3886
H -7.5591 -3.2917 -1.2000 0.4897
H -8.7236 -7.7015 1.4508 0.3544
H -2.2975 6.6633 2.5415 0.3098
H -0.7394 3.8880 -0.2417 0.3774
H 7.9884 -3.0656 1.7771 0.3728
H 4.5964 6.9560 -3.0272 0.4866
H -2.7695 3.6686 3.0501 0.3757
H -0.8402 2.7038 -1.5734 0.2426
H 4.2962 -2.2481 -0.0426 0.3706
H -9.8936 -6.7721 0.4455 0.2827
H 2.3431 6.6855 -3.1485 0.6159
H -6.3887 -7.7699 0.3412 0.5851
H -6.7210 5.2174 6.3720 0.3524
H 0.5078 5.4028 4.0367 0.5354
H 8.0215 5.0509 -6.7271 0.2922
H -3.8465 5.9336 5.7038 0.3826
H -1.5264 -6.1135 -1.9287 0.4154
H 3.2750 4.6584 0.2038 0.1784
H -6.1116 6.8028 6.8819 0.3450
H 6.4733 3.6762 -6.1063 0.4201
H -8.9135 -8.1053 -0.2714 0.3845
H 1.2714 3.6857 1.1662 -0.3931
H 3.2713 -2.6046 3.2459 0.2913
H 2.1740 -4.1711 -3.6061 0.4086
H 0.4199 -5.0444 -1.1691 -0.1293
H -3.0801 4.4556 1.4953 0.4550
H -2.0410 5.8660 4.0684 0.2691
H -3.9242 -0.9069 -2.8890 0.5359
H -3.4704 -7.1290 -3.6765 0.3739
H 6.2426 -1.6880 -1.3608 0.2294
H 4.4465 3.0605 -4.9041 0.4433
H -5.8042 -2.4696 -2.5403 0.5346
H -1.4916 -0.6350 -2.7273 0.5049
H 3.7668 3.4514 1.4043 0.3146
H -1.3875 4.4294 -1.7667 0.4350
H 2.9639 2.0548 3.1999 0.4489
H 8.9930 -2.0114 -0.0623 0.3710
H 0.7680 3.7976 6.2502 0.5025
H 3.1401 1.9088 6.5158 0.3563
H 5.9736 -3.6578 3.5158 0.5074
H -2.1355 -4.5222 -5.7938 0.5153
H 3.9604 5.0776 1.8288 0.4446
H -4.5815 -6.3276 -0.3445 0.7634
H -4.9816 6.5286 1.7101 0.4348
H 7.7916 6.7682 -6.4046 0.3892
```

---

Question: What is the formula in the third record?
Answer: C48H72F4N14O8S4